1.
{"formula": "C33H43BCaF6N13O4S3", "method": "ωB97M-V/def2-TZVPD", "e_above_lowest_kcal_mol": 0.0, "multiplicity": 1, "total_charge": -1, "homo_energy_ev": [-4.38, -4.17], "e_tot_ev": -130408.6558, "gap_ev": [5.54, 5.27], "species": ["Ca", "C", "C", "C", "C", "C", "C", "N", "N", "B", "N", "C", "C", "C", "N", "C", "C", "C", "N", "C", "C", "C", "N", "C", "C", "C", "H", "H", "H", "H", "H", "H", "H", "H", "H", "H", "H", "H", "H", "H", "H", "H", "H", "H", "H", "H", "H", "H", "H", "H", "H", "H", "H", "H", "F", "C", "F", "F", "S", "O", "O", "N", "S", "O", "O", "C", "F", "F", "F", "S", "C", "N", "N", "C", "C", "C", "C", "C", "C", "N", "N", "C", "C", "C", "C", "C", "C", "H", "H", "H", "H", "H", "H", "H", "H", "H", "H", "H", "N", "N", "H", "H", "H", "H"], "positions_angstrom": [[-0.63443, 0.91700, -0.08975], [-4.41836, 1.56255, -0.48232], [-4.22254, 2.96028, 0.18443], [-5.56301, 3.65902, 0.55235], [-3.35173, 2.90463, 1.41369], [-3.32470, 3.71773, 2.59810], [-2.39233, 3.08676, 3.42673], [-1.91501, 2.01282, 2.83865], [-2.45128, 1.88126, 1.53986], [-0.96698, 1.05021, 3.45882], [0.46871, 1.44075, 3.03111], [1.56967, 1.54132, 3.79803], [2.54771, 2.32870, 3.14073], [1.85069, 2.80039, 1.97970], [0.65909, 2.21545, 1.85207], [2.25524, 3.94962, 1.09026], [3.38774, 4.76278, 1.76639], [0.98640, 4.81491, 0.85210], [-1.39419, -0.41900, 3.10239], [-2.26156, -1.11203, 3.86603], [-2.71565, -2.21703, 3.18600], [-2.09379, -2.10275, 1.93800], [-1.29798, -1.05127, 1.84464], [-2.29106, -3.18513, 0.87509], [-3.71161, -3.16415, 0.30321], [-1.94310, -4.57963, 1.41920], [-5.37650, 1.59746, -1.02340], [-4.52116, 0.82437, 0.33180], [-3.64354, 1.19066, -1.14583], [-3.67194, 3.63018, -0.57905], [-6.12646, 3.07535, 1.23482], [-6.14442, 3.74555, -0.36729], [-5.39936, 4.67011, 0.93700], [-4.03081, 4.52830, 2.85051], [-1.99410, 3.51568, 4.32299], [-0.98841, 1.09008, 4.64853], [1.61860, 1.15677, 4.82877], [3.56052, 2.51139, 3.44288], [2.64645, 3.61988, 0.12292], [3.13455, 4.98475, 2.77435], [3.57218, 5.73493, 1.25594], [4.34549, 4.22252, 1.75063], [0.77319, 5.36256, 1.82089], [0.09076, 4.32245, 0.40115], [1.30222, 5.61039, 0.18200], [-2.62078, -0.74546, 4.82247], [-3.42813, -2.97355, 3.51092], [-1.57515, -2.87097, 0.05439], [-4.41149, -3.79303, 0.84564], [-3.60666, -3.64287, -0.66354], [-4.13724, -2.16519, 0.08919], [-2.72540, -4.97311, 2.10202], [-0.93029, -4.59601, 1.91004], [-1.80551, -5.26556, 0.58643], [-1.78567, 1.98692, -4.15221], [-2.16371, 3.18977, -3.72343], [-3.44788, 3.18076, -3.22281], [-2.08826, 4.08021, -4.69197], [-0.99968, 3.71776, -2.27972], [-1.32680, 2.64733, -1.29475], [-1.31000, 5.01059, -1.78343], [0.46532, 3.65826, -2.87300], [1.72982, 2.78466, -2.46505], [1.42881, 1.79305, -1.45996], [2.89249, 3.63481, -2.27837], [2.18362, 1.67671, -4.01133], [1.19240, 0.90367, -4.38822], [2.45292, 2.62059, -4.89359], [3.27931, 0.91174, -3.77571], [-1.96227, -1.00299, -1.72020], [-0.64798, -1.98898, -2.09956], [-0.83102, -3.24950, -2.61925], [0.30458, -3.53565, -3.26923], [0.89610, -4.79181, -3.41141], [0.22738, -5.98838, -3.12710], [1.01793, -7.13428, -3.24881], [2.39827, -7.10171, -3.52784], [3.01924, -5.86058, -3.73992], [2.26033, -4.72844, -3.76017], [0.61846, -1.48328, -2.08017], [1.04364, -0.97919, -0.97189], [2.42111, -0.89860, -0.94566], [3.20902, -1.19352, -2.09368], [4.57302, -1.00948, -2.08817], [5.22131, -0.70801, -0.90429], [4.46855, -0.55643, 0.31655], [3.06988, -0.47315, 0.27365], [0.87525, -2.74246, -3.60362], [-0.83174, -6.02191, -2.90564], [0.57346, -8.13654, -3.09642], [3.02947, -7.96329, -3.46832], [4.07184, -5.81433, -3.99295], [2.72111, -3.77389, -3.88465], [2.64559, -1.47986, -2.94776], [5.10944, -1.20014, -3.00424], [6.33672, -0.58434, -0.88968], [5.02409, -0.33221, 1.20876], [2.47968, -0.14034, 1.14792], [2.66137, -2.02085, 3.92352], [1.92575, -3.13961, 3.30673], [2.36190, -2.05596, 4.90995], [2.25139, -1.18203, 3.54646], [2.70769, -3.80941, 3.15491], [1.56419, -2.85854, 2.37297]]}



2.
{"formula": "C33H43N5NiP2", "method": "ωB97M-V/def2-TZVPD", "e_above_lowest_kcal_mol": 31.7, "multiplicity": 3, "total_charge": 0, "homo_energy_ev": [-7.10, -6.70], "e_tot_ev": -101982.1908, "gap_ev": [7.53, 4.35], "species": ["Ni", "C", "C", "C", "C", "C", "C", "C", "C", "C", "H", "H", "H", "H", "H", "H", "H", "H", "H", "H", "H", "H", "H", "H", "H", "P", "P", "N", "N", "N", "N", "C", "C", "C", "C", "C", "C", "C", "C", "C", "C", "C", "C", "C", "C", "C", "C", "C", "C", "H", "H", "H", "H", "H", "H", "H", "H", "H", "H", "H", "H", "H", "H", "H", "H", "H", "H", "H", "H", "C", "C", "C", "C", "C", "C", "N", "H", "H", "H", "H", "H", "H", "H", "H"], "positions_angstrom": [[1.83459, 0.24320, -0.74455], [-2.35646, -2.45049, -1.15480], [-1.12921, -2.07458, -1.57571], [-0.69578, -1.76205, -2.97736], [-0.45682, -0.33840, -3.50779], [-1.48647, 0.67719, -3.14914], [-2.73899, 0.39181, -2.78788], [-3.48923, -0.92886, -2.82079], [-3.54325, -1.61651, -1.42868], [2.00251, 2.03458, -1.18557], [-2.54219, -3.35204, -0.55289], [-0.27021, -2.08020, -0.88652], [-1.48452, -2.17692, -3.61053], [0.21100, -2.35571, -3.19882], [0.56361, 0.02071, -3.28716], [-0.50032, -0.41899, -4.60972], [-1.14129, 1.72478, -3.18829], [-3.39057, 1.24281, -2.50567], [-3.15197, -1.59537, -3.61892], [-4.52235, -0.69487, -3.09817], [-3.62777, -0.79405, -0.70496], [-4.42178, -2.25426, -1.24572], [2.26444, 2.61408, -0.27760], [0.91711, 2.14624, -1.41445], [2.68933, 2.25589, -2.02631], [0.34632, 0.69923, -7.12200], [1.29973, -3.05228, -6.10176], [-1.31731, 1.35576, -7.68419], [1.27643, 1.36252, -8.48560], [-0.23262, -3.89158, -6.30243], [2.25431, -4.50269, -6.72466], [0.07580, -0.98470, -7.84343], [1.23282, -2.02437, -7.67131], [-2.11320, 2.21502, -6.90757], [-3.14290, 2.73504, -7.69822], [-2.98013, 2.17464, -8.99965], [-1.91714, 1.28065, -8.93198], [2.51765, 2.00160, -8.31466], [3.00552, 2.37276, -9.56357], [2.03827, 1.96840, -10.53785], [1.02784, 1.30934, -9.85973], [-1.08702, -3.97037, -5.18711], [-2.38220, -4.22703, -5.61786], [-2.28917, -4.55530, -7.00731], [-0.99621, -4.25677, -7.41088], [1.86374, -5.53221, -7.58147], [2.98287, -6.17280, -8.11009], [4.12953, -5.56139, -7.50519], [3.65680, -4.55130, -6.66287], [-0.10373, -0.88796, -8.92687], [-0.85635, -1.35453, -7.38005], [1.17368, -2.72168, -8.51758], [2.22298, -1.51583, -7.66458], [-1.89666, 2.36004, -5.86194], [-3.91071, 3.43630, -7.39331], [-3.53584, 2.39102, -9.89962], [-1.60996, 0.56973, -9.68490], [2.93098, 2.10251, -7.31870], [3.93617, 2.87451, -9.77193], [2.04095, 2.15704, -11.60234], [0.17683, 0.79300, -10.26098], [-0.65900, -3.96039, -4.19112], [-3.28436, -4.20087, -5.01451], [-3.04128, -5.04942, -7.61357], [-0.58104, -4.34781, -8.39784], [0.82903, -5.76001, -7.72984], [2.96312, -6.97328, -8.83724], [5.15839, -5.84533, -7.67427], [4.18513, -3.87900, -6.01187], [-1.18886, 1.08653, 0.50023], [-0.34539, 0.06468, 1.13731], [-0.65661, -0.63686, 2.31644], [0.36763, -1.59162, 2.53208], [1.29474, -1.46091, 1.47373], [2.51205, -2.23218, 1.17716], [0.89454, -0.39965, 0.65259], [-1.89837, 0.59995, -0.19362], [-0.62322, 1.83191, -0.07467], [-1.79181, 1.60383, 1.27496], [-1.55469, -0.45467, 2.90252], [0.42279, -2.29594, 3.36091], [3.26159, -2.14525, 1.97843], [2.27016, -3.30030, 1.06677], [2.98938, -1.90155, 0.24048]]}



3.
{"formula": "C33H43N5O5", "method": "ωB97M-V/def2-TZVPD", "e_above_lowest_kcal_mol": 0.0, "multiplicity": 1, "total_charge": 0, "homo_energy_ev": -7.55, "e_tot_ev": -52604.9358, "gap_ev": 6.90, "smiles": "CC(C)[C@H](NC(=O)[C@]12C[C@H]3C[C@H](C[C@H](C3)C1)C2)C(=O)N/N=C/C1=C(N2CCOCC2)C(=C\\c2ccc([N+](=O)[O-])cc2)/CC1", "species": ["C", "H", "H", "H", "C", "C", "H", "H", "H", "H", "C", "N", "C", "O", "C", "C", "C", "C", "C", "C", "C", "C", "H", "H", "C", "H", "H", "H", "H", "H", "C", "H", "H", "H", "H", "H", "H", "H", "H", "H", "C", "O", "N", "N", "C", "C", "C", "N", "C", "H", "C", "H", "O", "C", "H", "C", "H", "H", "H", "H", "H", "C", "C", "C", "C", "C", "C", "C", "C", "H", "H", "N", "O", "O", "H", "H", "H", "C", "H", "C", "H", "H", "H", "H", "H", "H"], "positions_angstrom": [[-5.37377, -4.00116, -1.08303], [-5.66307, -4.76501, -1.80015], [-6.01999, -3.13673, -1.22366], [-5.53887, -4.39123, -0.08137], [-3.90919, -3.61707, -1.28370], [-3.65620, -3.18564, -2.72819], [-4.35353, -2.41252, -3.04866], [-3.78974, -4.03875, -3.38854], [-2.63760, -2.82639, -2.83978], [-3.28001, -4.48917, -1.08160], [-3.49820, -2.54821, -0.25995], [-4.13970, -1.27527, -0.53582], [-4.43322, -0.37806, 0.41825], [-4.10772, -0.55554, 1.58652], [-5.19062, 0.87858, 0.00095], [-5.53875, 0.96599, -1.48550], [-6.29786, 2.26915, -1.75489], [-5.42320, 3.46232, -1.37430], [-5.07784, 3.38059, 0.11158], [-6.36229, 3.40732, 0.93833], [-7.23834, 2.21716, 0.55114], [-7.58589, 2.29769, -0.93424], [-8.22608, 1.45758, -1.21388], [-8.13508, 3.21882, -1.13988], [-6.48687, 0.91735, 0.82523], [-7.11254, 0.06015, 0.56213], [-6.23663, 0.83671, 1.88437], [-8.15902, 2.23126, 1.14451], [-6.90114, 4.34009, 0.75827], [-6.12017, 3.35898, 2.00199], [-4.31962, 2.08433, 0.38565], [-4.06069, 2.01237, 1.44359], [-3.39048, 2.06364, -0.19122], [-4.44576, 4.23158, 0.38826], [-4.50800, 3.46033, -1.97110], [-5.95575, 4.39255, -1.58251], [-6.54347, 2.32222, -2.82180], [-6.16935, 0.12193, -1.77942], [-4.62899, 0.95874, -2.09336], [-4.32226, -1.07164, -1.50353], [-1.96689, -2.36901, -0.18226], [-1.17825, -2.81962, -0.98091], [-1.61725, -1.63242, 0.90450], [-0.32540, -1.35058, 1.14862], [-0.03900, -0.56553, 2.11814], [1.29429, -0.25041, 2.50294], [2.49526, -0.40966, 1.85138], [2.76237, -0.74771, 0.54701], [1.77420, -0.57490, -0.49628], [1.23187, 0.35451, -0.31710], [2.49781, -0.49914, -1.84476], [1.77035, -0.44612, -2.65582], [3.26741, -1.65273, -2.08614], [4.23707, -1.82371, -1.08336], [4.75867, -2.75373, -1.31662], [3.59985, -1.91068, 0.30491], [4.37538, -1.97436, 1.06822], [2.97872, -2.81812, 0.34664], [4.95523, -0.99142, -1.11119], [3.14566, 0.39028, -1.87448], [1.05476, -1.40364, -0.52029], [3.58205, -0.09873, 2.78155], [4.86801, 0.21382, 2.54226], [5.49318, 0.53742, 1.27328], [4.83046, 1.33640, 0.33319], [5.46249, 1.73004, -0.82475], [6.76961, 1.31548, -1.06901], [7.44819, 0.52456, -0.14570], [6.81598, 0.15566, 1.02043], [7.34000, -0.44682, 1.74751], [8.46239, 0.22304, -0.35806], [7.42779, 1.72230, -2.27470], [6.80343, 2.41416, -3.05532], [8.57315, 1.35438, -2.44785], [4.97200, 2.36304, -1.54908], [3.82505, 1.66612, 0.53987], [5.52699, 0.29594, 3.39952], [2.99361, -0.10945, 4.16402], [3.04929, -1.11390, 4.59097], [1.52860, 0.25977, 3.90491], [1.39946, 1.34516, 3.95177], [0.84285, -0.19126, 4.62197], [3.50095, 0.57811, 4.83891], [-0.83471, -0.16931, 2.76363], [-2.35821, -1.24044, 1.50442], [-3.83323, -2.85932, 0.73922]]}